Formula: C39H36N8O3SSc
Source: OMol25
Level of theory: ωB97M-V with the def2-TZVPD basis set

```
! wB97M-V def2-TZVPD RIJCOSX def2/J DEFGRID3
* xyz 1 1
Sc 0.33 0.59 0.24
C 1.90 4.42 2.04
O 0.60 4.53 2.63
C -0.22 3.72 1.84
N 1.33 2.04 1.26
C 2.38 2.95 1.69
C 3.43 3.09 0.61
C 4.75 3.37 0.96
C 5.70 3.57 -0.03
C 5.33 3.50 -1.36
C 4.03 3.20 -1.71
C 3.08 3.00 -0.73
C -1.70 3.77 1.66
C -2.74 4.48 2.22
C -4.03 4.25 1.73
C -4.25 3.32 0.72
C -3.14 2.65 0.22
N -1.92 2.88 0.68
C -3.12 1.62 -0.82
N -2.15 0.79 -0.96
C -2.54 -0.13 -2.03
C -3.85 0.49 -2.58
O -4.15 1.54 -1.65
C -1.51 -0.35 -3.11
C -0.40 0.47 -3.27
C 0.50 0.23 -4.29
C 0.29 -0.81 -5.18
C -0.83 -1.61 -5.05
C -1.72 -1.39 -4.01
H 2.59 4.88 2.74
H 1.91 5.00 1.10
H 2.87 2.55 2.61
H 5.03 3.42 2.00
H 6.72 3.78 0.25
H 6.07 3.67 -2.13
H 3.75 3.12 -2.75
H 2.05 2.75 -1.00
H -2.56 5.20 3.00
H -4.86 4.80 2.15
H -5.24 3.13 0.33
H -2.76 -1.10 -1.56
H -4.69 -0.20 -2.60
H -3.71 0.93 -3.58
H -0.25 1.31 -2.58
H 1.37 0.86 -4.40
H 0.99 -0.99 -5.98
H -1.01 -2.41 -5.75
H -2.60 -2.02 -3.91
N 1.70 -0.06 4.49
C 0.98 0.40 3.46
O 0.75 -0.29 2.47
C 0.46 1.82 3.58
C 0.19 2.24 2.12
H 2.10 -0.99 4.44
H 1.89 0.50 5.30
H 1.17 2.48 4.07
H -0.46 1.82 4.17
H 0.10 3.89 0.80
H -0.64 1.59 1.79
S 2.04 -0.34 -1.34
C 1.30 -1.92 -1.33
N 1.73 -2.75 -2.26
N 1.55 -4.04 -2.27
C 1.39 -4.95 -1.24
C 1.85 -4.69 0.05
C 1.77 -5.67 1.02
C 1.22 -6.91 0.73
C 0.77 -7.17 -0.56
C 0.87 -6.21 -1.54
N 0.30 -2.32 -0.55
N -0.41 -1.44 0.11
C -1.54 -1.98 0.71
C -1.90 -3.33 0.59
C -3.05 -3.79 1.19
C -3.87 -2.93 1.91
C -3.52 -1.60 2.05
C -2.36 -1.12 1.46
H 1.67 -4.44 -3.20
H 2.29 -3.74 0.28
H 2.15 -5.47 2.01
H 1.15 -7.66 1.50
H 0.35 -8.14 -0.79
H 0.53 -6.42 -2.55
H -1.25 -3.99 0.03
H -3.32 -4.83 1.08
H -4.78 -3.30 2.37
H -4.14 -0.93 2.62
H -2.08 -0.08 1.57
*
```

* Kohn-Sham gap (spin up / spin down): 6.22 / 6.15 eV
* E_LUMO (spin up / spin down): -0.1338 / -0.1314 hartree
* calculated total energy: -90621.3345 eV

These are the Mulliken partial charges, in e, on atoms 1 to 8: Sc 0.105; C -0.830; O -0.550; C 0.107; N 0.057; C 0.112; C -0.194; C -0.259


Formula: C39H37AsN4O7SSiW
Source: OMol25
Level of theory: ωB97M-V with the def2-TZVPD basis set

```
! wB97M-V def2-TZVPD RIJCOSX def2/J DEFGRID3
* xyz 0 3
W 0.92 0.81 0.74
C 1.77 -4.61 2.07
C 2.60 -3.50 2.17
C 2.07 -2.22 2.13
C 0.69 -2.06 2.01
C -0.14 -3.17 1.91
C 0.40 -4.44 1.93
N 0.12 -0.76 1.97
C -0.82 -0.41 2.86
C -1.16 -1.11 4.04
C -2.14 -0.61 4.86
C -2.82 0.58 4.52
C -2.53 1.28 3.38
C -1.52 0.81 2.54
N -1.09 1.36 1.38
N -1.78 2.38 0.85
C -1.17 2.95 -0.15
C -1.61 4.12 -0.78
C -0.71 4.90 -1.54
C 0.52 4.46 -1.87
C 0.89 3.04 -1.63
N 0.17 2.48 -0.45
H 2.20 -5.60 2.08
H 3.67 -3.62 2.27
H 2.71 -1.35 2.21
H -1.21 -3.02 1.77
H -0.25 -5.30 1.82
H -0.62 -2.01 4.29
H -2.37 -1.12 5.78
H -3.59 0.94 5.19
H -3.05 2.19 3.12
H -2.60 4.47 -0.54
H -1.02 5.90 -1.83
H 1.23 5.08 -2.41
H 0.58 2.42 -2.48
O 1.98 3.77 3.47
As 2.80 2.45 2.62
O 4.03 1.85 3.48
O 1.46 1.31 2.57
C 3.48 3.61 1.15
C 4.30 4.52 1.83
C 4.92 5.58 1.19
C 4.74 5.76 -0.17
C 3.98 4.84 -0.87
C 3.34 3.77 -0.25
S 2.64 2.63 -1.46
O 0.93 2.75 0.70
O 2.83 0.54 0.68
O 2.11 -0.13 -0.38
H 1.75 3.46 4.35
H 4.45 4.39 2.89
H 5.53 6.26 1.76
H 5.22 6.58 -0.69
H 3.89 4.93 -1.94
C -1.64 0.75 -3.32
C -0.85 -0.56 -3.29
C 0.63 -0.29 -3.57
C -1.38 -1.49 -4.39
Si -0.96 -1.29 -1.54
O -0.29 -0.20 -0.54
C -2.75 -1.53 -1.00
C -3.72 -2.19 -1.77
C -5.02 -2.37 -1.30
C -5.38 -1.89 -0.05
C -4.44 -1.23 0.73
C -3.15 -1.06 0.25
C -0.14 -2.99 -1.56
C -0.91 -4.13 -1.81
C -0.34 -5.39 -1.92
C 1.03 -5.55 -1.78
C 1.82 -4.44 -1.53
C 1.24 -3.18 -1.42
H -1.47 1.28 -4.26
H -1.36 1.42 -2.50
H -2.71 0.57 -3.23
H 0.74 0.36 -4.45
H 1.17 -1.22 -3.79
H 1.15 0.18 -2.73
H -1.16 -1.05 -5.37
H -2.46 -1.62 -4.33
H -0.91 -2.47 -4.36
H -3.48 -2.57 -2.75
H -5.75 -2.88 -1.92
H -6.39 -2.03 0.32
H -4.71 -0.85 1.71
H -2.43 -0.52 0.85
H -1.99 -4.05 -1.91
H -0.97 -6.25 -2.12
H 1.48 -6.53 -1.86
H 2.89 -4.55 -1.41
H 1.88 -2.33 -1.23
*
```

* Kohn-Sham gap (spin up / spin down): 6.37 / 5.78 eV
* E_LUMO (spin up / spin down): -0.0309 / -0.0969 hartree
* calculated total energy: -142711.0458 eV
* <S²>: 2.070

These are the Mulliken partial charges, in e, on atoms 1 to 8: W 3.388; C -0.618; C -0.850; C -0.464; C -0.587; C 0.393; C -0.924; N 0.120


Formula: C39H37BrMnN5P2S
Source: OMol25
Level of theory: ωB97M-V with the def2-TZVPD basis set

```
! wB97M-V def2-TZVPD RIJCOSX def2/J DEFGRID3
* xyz 3 4
Mn 1.23 0.99 0.54
C -0.22 4.87 -0.44
C 0.23 3.45 -0.38
N 0.50 2.81 0.71
N 0.43 3.48 1.89
C 0.74 2.72 2.92
N 0.70 3.26 4.14
S 1.16 1.03 2.82
C 0.40 2.64 -1.60
C 0.07 3.09 -2.88
C 0.29 2.27 -3.96
C 0.84 1.01 -3.76
C 1.14 0.62 -2.47
N 0.92 1.41 -1.41
H 0.03 5.38 0.49
H -1.30 4.91 -0.55
H 0.23 5.38 -1.28
H 0.43 4.23 4.24
H 0.94 2.73 4.95
H -0.35 4.08 -3.01
H 0.04 2.60 -4.96
H 1.05 0.34 -4.59
H 1.60 -0.34 -2.26
C 5.57 4.55 1.12
C 5.02 3.17 0.94
C 5.83 2.03 1.01
C 5.30 0.76 0.83
C 3.96 0.71 0.59
Br 2.94 -0.91 0.39
N 3.14 1.75 0.52
C 3.67 2.97 0.69
H 6.62 4.52 1.38
H 5.03 5.08 1.90
H 5.47 5.12 0.19
H 6.89 2.14 1.21
H 5.91 -0.13 0.89
H 2.98 3.80 0.64
C -1.55 -1.09 -0.87
P -0.93 -0.09 0.57
C -2.16 1.24 0.63
C -2.67 1.84 -0.52
C -3.53 2.92 -0.41
C -3.89 3.41 0.84
C -3.37 2.82 1.99
C -2.51 1.74 1.89
C -1.29 -1.22 1.93
C -2.61 -1.45 2.32
C -2.88 -2.38 3.31
C -1.85 -3.08 3.92
C -0.53 -2.86 3.52
C -0.26 -1.94 2.53
P -0.55 -2.42 -1.59
C -0.09 -3.65 -0.39
C -1.10 -4.38 0.26
C -0.75 -5.37 1.16
C 0.59 -5.64 1.41
C 1.59 -4.93 0.76
C 1.25 -3.94 -0.15
C -1.38 -3.12 -2.96
C -1.00 -4.43 -3.35
C -1.61 -5.03 -4.43
C -2.58 -4.34 -5.15
C -2.95 -3.04 -4.79
C -2.34 -2.42 -3.72
H -1.85 -0.42 -1.68
H -2.47 -1.57 -0.50
H -2.41 1.50 -1.51
H -3.94 3.38 -1.30
H -4.57 4.24 0.92
H -3.65 3.19 2.96
H -2.12 1.28 2.79
H -3.42 -0.90 1.86
H -3.90 -2.54 3.62
H -2.06 -3.79 4.70
H 0.27 -3.40 3.99
H 0.77 -1.78 2.23
H -2.14 -4.18 0.06
H -1.52 -5.93 1.66
H 0.86 -6.42 2.11
H 2.63 -5.16 0.94
H 2.03 -3.42 -0.70
H -0.24 -4.96 -2.79
H -1.33 -6.03 -4.72
H -3.06 -4.81 -5.99
H -3.71 -2.52 -5.36
H -2.63 -1.42 -3.45
*
```

* Kohn-Sham gap (spin up / spin down): 7.44 / 5.52 eV
* E_LUMO (spin up / spin down): -0.3107 / -0.3831 hartree
* calculated total energy: -179246.8692 eV
* <S²>: 3.813

These are the Mulliken partial charges, in e, on atoms 1 to 8: Mn -1.036; C -1.948; C 0.749; N 2.562; N -1.842; C 0.605; N -0.401; S -0.448